Density functional theory data (the ωB97M-V functional and the def2-TZVPD basis) for the molecule C4H12N2O.

ORCA input file:
```
! RIJCOSX wB97M-V def2-TZVPD def2/J DEFGRID3
* xyz 0 1
O 0.425 0.497 -1.995
H -0.907 -1.292 2.199
H -0.228 0.230 -1.302
H 0.584 0.912 1.564
C -0.957 -0.598 1.324
C -0.500 0.812 1.730
H -0.758 -1.884 -0.214
C 1.124 -1.153 -0.338
H 1.220 -1.344 -2.489
N -1.193 1.807 0.896
H 1.426 -2.194 -0.344
C 1.416 -0.521 -1.759
N -0.344 -1.016 0.083
H -0.562 2.269 0.260
H 1.576 -0.539 0.426
H -0.684 0.959 2.793
H -2.043 -0.401 1.159
H 2.421 -0.135 -1.832
H -1.671 2.449 1.512
*
```

Values from the calculation:
Energy relative to the best compared isomer or geometry (same formula, charge and spin), kJ/mol: 213.6
Total energy, eV: -9368.980
SMILES string: NCCNCCO
Molecular weight, u: 104.2
E_HOMO, eV: -9.092
E_LUMO, eV: 1.03

Here are the natural (NBO) charges for atoms 1 to 4, given in e: number 1, O, carries -0.748; number 2, H, carries 0.163; number 3, H, carries 0.488; number 4, H, carries 0.176

***

Density functional theory data (the ωB97M-V functional and the def2-TZVPD basis) for the molecule C4H8N2.

ORCA input file:
```
! RIJCOSX wB97M-V def2-TZVPD def2/J DEFGRID3
* xyz 0 1
H -1.629 -0.176 2.294
H 0.395 1.360 1.293
H 1.868 0.430 0.588
H 0.515 -1.864 0.927
N -0.872 -0.079 -1.176
H -1.011 -0.847 -0.328
N 1.160 1.227 -1.698
C 0.353 0.614 -0.911
C -1.076 -1.032 2.006
H -1.465 -2.039 2.373
C 0.007 -0.886 1.215
C 0.657 0.376 0.639
H 0.710 1.035 -2.587
H -1.043 -0.366 -2.134
*
```

Values from the calculation:
Energy relative to the best compared isomer or geometry (same formula, charge and spin), kJ/mol: 199.6
Total energy, eV: -7255.806
SMILES string: [H]/N=C(\N)CC=C
Molecular weight, u: 84.1
E_HOMO, eV: -9.373
E_LUMO, eV: 0.98

Here are the natural (NBO) charges for atoms 1 to 4, given in e: number 1, H, carries 0.197; number 2, H, carries 0.241; number 3, H, carries 0.263; number 4, H, carries 0.212

***

Density functional theory data (the ωB97M-V functional and the def2-TZVPD basis) for a structure of composition C25H64AlN2O9.

ORCA input file:
```
! RIJCOSX wB97M-V def2-TZVPD def2/J DEFGRID3
* xyz -1 1
H 1.832 -0.274 -4.924
H 5.468 0.840 4.508
C 0.421 -3.592 -3.302
C 4.394 -6.935 -4.259
H 5.515 2.961 6.827
H -3.381 -3.221 3.192
H 2.083 -5.193 -6.163
C 2.497 5.381 8.973
H 5.250 -6.649 -3.645
H -5.016 -2.654 -2.295
H 1.778 -6.572 -5.125
O 1.111 4.989 7.038
H 0.096 -0.841 -2.501
C -0.749 0.392 -4.052
H 0.465 7.195 9.497
H 0.444 4.743 8.934
H -2.394 -0.813 1.581
H 4.732 -7.634 -5.026
H 0.336 2.428 7.595
C -3.136 -1.310 2.205
H -2.104 -2.100 -1.627
O -5.222 -2.951 -6.248
H -0.387 0.845 -4.987
H 4.303 4.166 5.100
C 1.368 -1.032 -4.295
H -1.723 3.919 7.075
C 4.688 2.247 6.772
C 0.319 2.111 6.551
C 4.070 2.250 5.382
H -4.222 1.175 -7.518
H 3.950 2.549 7.516
H -3.768 1.853 -9.093
H 1.399 -3.423 -2.862
H -2.540 -0.318 4.041
H 4.618 1.855 3.332
C -4.693 -1.940 -3.048
H 2.831 -6.756 -6.542
O -4.480 -2.659 -4.305
O -0.145 -3.999 -5.515
H -4.212 -0.919 4.044
H -3.978 0.102 -8.889
H 1.679 5.584 6.535
H 1.050 0.533 -2.924
H -2.686 3.565 5.627
C 2.543 -6.081 -5.732
H 4.477 -5.175 -5.490
N -5.466 -2.447 -5.198
H -3.196 0.266 -1.562
H 2.694 -5.247 -3.299
H -1.812 1.771 -7.512
C 0.514 6.840 8.466
H 2.899 4.369 8.908
C 0.315 -3.206 -4.745
O -1.077 1.702 4.628
C -1.278 0.641 -9.262
O 3.346 -4.800 -3.852
H 1.126 7.538 7.888
H -2.281 -1.015 -7.549
C -1.091 2.154 5.980
H 0.150 -4.634 -3.223
C -3.432 -0.455 3.429
H -1.732 1.464 6.533
H 3.687 -7.453 -3.605
C 0.440 -0.266 -3.353
H 2.505 5.693 10.019
H 5.066 1.258 7.036
H -5.500 -1.219 -3.159
C 5.078 1.841 4.320
H -1.364 1.468 -9.971
C 3.745 -5.705 -4.879
H -1.757 -1.390 -4.822
O -4.306 -1.444 1.406
H -0.490 6.863 8.041
H 0.069 -1.553 -5.824
H -1.075 4.253 5.462
C -1.977 -0.502 -4.235
H 3.170 6.033 8.410
H 0.988 2.758 5.983
H -1.065 1.232 -3.435
C -1.678 3.556 6.047
H -0.319 -3.049 -2.716
H -1.712 -2.616 3.195
H -4.984 -1.883 1.932
H -1.570 -0.283 -9.769
H 5.917 2.543 4.296
C -2.627 -2.687 2.603
N 0.759 -1.991 -5.227
H 3.219 1.568 5.361
H -3.800 0.526 3.129
H -2.424 -3.287 1.715
H -2.692 0.073 -4.814
C 1.092 5.434 8.390
H 2.187 -1.513 -3.772
C -2.146 0.871 -8.031
O 3.559 3.552 5.086
H -0.515 2.302 4.123
Al -2.924 -1.009 -2.518
H 0.721 1.096 6.487
O -1.989 -0.203 -7.115
H -0.231 0.534 -8.975
C -3.614 1.015 -8.409
*
```

Values from the calculation:
Energy relative to the best compared isomer or geometry (same formula, charge and spin), kJ/mol: 19.1
Total energy, eV: -54965.754
Molecular weight, u: 563.8
E_HOMO, eV: -4.713
E_LUMO, eV: 1.75

Here are the Mulliken charges for atoms 1 to 4, given in e: number 1, H, carries 0.499; number 2, H, carries 0.371; number 3, C, carries -1.231; number 4, C, carries -1.307